[1]
Molecular formula: C29H46FN3O11
Method: DFT, ωB97M-V with the def2-TZVPD basis set

Last column: Löwdin charge in e.
Element x y z (Å)
C 1.73265 2.35617 -0.93469  0.13
C 2.14270 1.12084 -1.49238  0.02
C 2.44862 -0.41394 -1.98022  -0.22
C 1.23769 -1.46558 -1.51644  -0.16
O 1.50981 -2.22756 -0.45423  0.06
N -0.02134 -1.49631 -2.35447  0.12
C -1.27160 -1.72091 -1.53306  -0.17
O -1.48399 -2.71068 -0.65843  0.06
F -2.43295 -0.77678 -1.74046  -0.02
O 3.77281 -0.75023 -1.35949  -0.01
C 4.71519 0.16465 -2.08217  -0.19
O 5.70680 0.91860 -1.59120  0.06
O 4.20422 0.03941 -3.48396  0.01
C 2.85715 -0.61587 -3.58320  -0.33
C 3.01404 -2.20415 -3.95557  -0.16
N 4.13600 -2.36245 -4.99053  -0.01
N 1.80641 0.23311 -4.26227  0.16
C 1.37411 -0.31546 -5.44701  -0.01
O 0.61185 -0.94016 -6.38757  0.01
H 1.53700 3.33879 -0.30036  0.08
H 0.04955 -2.13395 -3.17742  0.14
H 3.41682 -2.76915 -2.98404  0.15
H 2.02181 -2.74999 -4.25026  0.13
H 5.04205 -2.28878 -4.45081  0.09
H 4.08615 -3.30705 -5.43535  0.08
C -5.03700 -2.90896 0.41455  -0.18
C -4.92942 -1.45428 0.79279  -0.18
C -5.90723 -0.80539 -0.16245  -0.20
O -6.93536 -1.77042 -0.42474  -0.14
C -6.50714 -3.04187 0.08246  -0.21
H -4.71465 -3.59323 1.20344  0.12
H -4.43267 -3.10578 -0.47897  0.11
H -5.26769 -1.31390 1.82621  0.11
H -3.91727 -1.05101 0.70651  0.11
H -5.42795 -0.56015 -1.11613  0.12
H -6.35304 0.10509 0.24834  0.10
H -7.09797 -3.25998 0.97877  0.11
H -6.70098 -3.81981 -0.66114  0.12
C -5.85964 3.10599 3.58119  -0.18
C -6.84560 2.02230 3.93365  -0.18
C -6.88259 1.20202 2.66266  -0.21
O -5.58787 1.31580 2.05612  -0.17
C -4.86333 2.36000 2.72089  -0.19
H -5.39970 3.58163 4.45107  0.12
H -6.35773 3.88246 2.98844  0.11
H -6.45153 1.41634 4.75803  0.12
H -7.82850 2.40009 4.22638  0.12
H -7.61894 1.59799 1.95530  0.12
H -7.11008 0.14865 2.85004  0.12
H -4.08545 1.88968 3.33223  0.12
H -4.38267 3.00474 1.97997  0.10
C -3.19973 6.32361 -0.29345  -0.18
C -4.05820 5.60076 -1.29906  -0.18
C -4.96045 4.77386 -0.40920  -0.21
O -5.12887 5.50900 0.81077  -0.15
C -4.17909 6.58360 0.83018  -0.20
H -2.74360 7.23789 -0.68141  0.12
H -2.39846 5.66108 0.05491  0.11
H -4.65475 6.32513 -1.86607  0.12
H -3.48894 4.99592 -2.00943  0.12
H -4.49935 3.81251 -0.15910  0.11
H -5.93759 4.58467 -0.86292  0.12
H -4.72835 7.51764 0.66925  0.12
H -3.69315 6.62866 1.80871  0.12
C 10.20983 1.87583 -0.28537  -0.18
C 9.22387 0.79214 0.06709  -0.18
C 9.18688 -0.02814 -1.20390  -0.21
O 10.48160 0.08564 -1.81044  -0.14
C 11.20614 1.12983 -1.14567  -0.21
H 10.66977 2.35147 0.58451  0.11
H 9.71174 2.65229 -0.87812  0.12
H 9.61794 0.18618 0.89147  0.12
H 8.24097 1.16993 0.35982  0.11
H 8.45053 0.36783 -1.91126  0.11
H 8.95939 -1.08152 -1.01652  0.12
H 11.98402 0.65952 -0.53432  0.12
H 11.68680 1.77458 -1.88659  0.12
C 2.01254 -5.08307 3.94935  -0.19
C 1.28694 -4.17806 2.98747  -0.18
C 1.93071 -4.53847 1.66638  -0.22
O 2.31874 -5.91642 1.75475  -0.14
C 2.20540 -6.33504 3.12192  -0.21
H 1.46617 -5.26590 4.87807  0.11
H 2.98697 -4.64938 4.20377  0.12
H 0.22169 -4.43672 2.96685  0.12
H 1.37636 -3.11613 3.23003  0.12
H 2.83559 -3.94711 1.49071  0.12
H 1.25353 -4.40033 0.81856  0.10
H 1.33648 -6.99786 3.19723  0.12
H 3.09836 -6.89603 3.41107  0.12

Atoms 1-6, force components in eV/Å:
3.1 -8.9 -3.3
-3.5 7.7 3.8
0.1 0.5 0.1
2.5 -3.6 5.2
-2.3 5.1 -6.9
-0.6 0.2 2.5

Computed properties:
Frontier orbital gap = 7.62 eV
Multiplicity = 1
Molecular weight = 631.695 g/mol
LUMO energy = -1.3658 eV
Structure (SMILES) = C#C[C@]1(C(=O)NC(=O)F)OC(=O)O[C@]1(CN)N=C=O.C1CCOC1.C1CCOC1.C1CCOC1.C1CCOC1.C1CCOC1
Energy = -60513.531 eV

[2]
Molecular formula: C29H46IN3O6
Method: DFT, ωB97M-V with the def2-TZVPD basis set

Last column: Löwdin charge in e.
Element x y z (Å)
C -1.47024 0.29338 -3.42911  -0.04
C -2.55068 1.34132 -3.45373  -0.37
C -2.68039 2.19539 -4.69709  -0.02
N -3.32411 1.46876 -2.44533  0.14
C -4.64395 1.86820 -2.67774  -0.25
C -5.12182 3.07335 -2.23232  -0.01
C -6.46730 3.43200 -2.43715  -0.06
C -7.31737 2.59863 -3.10442  -0.03
C -6.86227 1.36490 -3.59322  -0.22
N -7.72391 0.55048 -4.27938  0.14
C -7.21850 -0.56442 -4.71650  -0.19
C -5.86454 -0.93724 -4.47384  -0.77
I -5.17706 -2.77492 -5.22808  0.82
N -5.02645 -0.20362 -3.82476  0.11
C -5.51723 0.99174 -3.37892  -0.19
H -1.87134 -0.64135 -3.05379  0.07
H -0.63799 0.61410 -2.80401  0.09
H -1.11922 0.13074 -4.44710  0.08
H -1.77320 2.09483 -5.29082  0.07
H -2.83735 3.23041 -4.39808  0.08
H -3.50770 1.87646 -5.33642  0.09
H -4.43760 3.73192 -1.71410  0.12
H -6.84307 4.38206 -2.08123  0.11
H -8.35038 2.88471 -3.25271  0.11
H -7.85759 -1.23694 -5.27934  0.09
C -6.07381 -0.52991 2.20873  -0.02
C -6.24661 0.21267 0.90590  -0.50
C -6.03829 -0.57794 -0.36162  0.00
O -6.53917 1.38659 0.88194  0.06
H -6.25101 0.15212 3.03735  0.08
H -6.78643 -1.35414 2.26954  0.09
H -5.05943 -0.92502 2.28298  0.09
H -6.75228 -1.40298 -0.40509  0.09
H -5.02123 -0.97259 -0.39370  0.09
H -6.19124 0.07192 -1.21731  0.05
C -0.54762 -3.14620 -0.89784  -0.01
C 0.39247 -2.77864 -2.01984  -0.48
C 1.49124 -3.76007 -2.32592  -0.02
O 0.26346 -1.74390 -2.63528  0.05
H -1.29151 -2.36162 -0.77393  0.08
H -1.05373 -4.08582 -1.12600  0.08
H 0.01475 -3.25903 0.03051  0.08
H 1.06776 -4.72400 -2.61537  0.09
H 2.11907 -3.88563 -1.44305  0.06
H 2.09799 -3.37936 -3.14541  0.08
C -9.59318 1.47652 5.26196  -0.03
C -9.46381 0.45330 4.15846  -0.51
C -9.65963 0.94859 2.74782  -0.02
O -9.21296 -0.70521 4.39664  0.06
H -9.42973 0.99527 6.22335  0.08
H -8.85345 2.26711 5.12669  0.08
H -10.59078 1.91821 5.24815  0.08
H -8.91653 1.71367 2.51490  0.08
H -10.66109 1.36594 2.63052  0.08
H -9.53905 0.11847 2.05540  0.08
C 5.36218 -2.59647 -0.61421  -0.02
C 4.23962 -2.29194 0.34347  -0.48
C 4.48358 -1.21939 1.37368  -0.02
O 3.18354 -2.88445 0.28663  0.05
H 5.04953 -3.38220 -1.29941  0.08
H 5.61670 -1.70269 -1.18619  0.09
H 6.24280 -2.92186 -0.06140  0.07
H 4.70134 -0.27085 0.88015  0.09
H 5.32627 -1.49120 2.00712  0.06
H 3.59010 -1.10668 1.98471  0.08
C 9.83848 -1.36510 0.63970  -0.02
C 8.70113 -1.06268 1.58429  -0.48
C 8.94321 0.01754 2.60372  -0.03
O 7.65038 -1.66304 1.51835  0.05
H 9.54351 -2.15793 -0.04439  0.08
H 10.09442 -0.47279 0.06693  0.09
H 10.71559 -1.68547 1.20343  0.09
H 9.16622 0.95870 2.10557  0.08
H 9.78403 -0.24985 3.23856  0.07
H 8.05232 0.13786 3.21815  0.08
C 12.22267 2.09844 5.05737  -0.02
C 12.37755 1.95087 3.56342  -0.49
C 13.65782 2.47031 2.95709  -0.02
O 11.51535 1.44025 2.88550  0.05
H 11.26395 1.68850 5.36632  0.08
H 13.02248 1.56321 5.57135  0.09
H 12.26602 3.15239 5.33573  0.09
H 14.51439 1.94968 3.38791  0.09
H 13.75802 3.53896 3.15259  0.09
H 13.64386 2.30463 1.88257  0.08

Atoms 1-6, force components in eV/Å:
-0.2 0.8 -0.1
0.0 -0.1 0.1
0.0 -0.4 -0.1
-0.5 -1.2 -0.5
0.7 1.1 0.2
-0.3 0.1 0.1

Computed properties:
Frontier orbital gap = 7.84 eV
Multiplicity = 1
Molecular weight = 659.606 g/mol
LUMO energy = -0.0639 eV
Structure (SMILES) = CC(C)=Nc1cccc2ncc(I)nc12.CC(C)=O.CC(C)=O.CC(C)=O.CC(C)=O.CC(C)=O.CC(C)=O
Energy = -55674.402 eV